This record from OMol25 describes 2 unconnected molecules or ions with the total composition C3H10S2 at a distorted geometry. The level of theory is ωB97M-V with the def2-TZVPD basis set.

ORCA input file:
```
! wB97M-V def2-TZVPD RIJCOSX def2/J DEFGRID3
* xyz -1 2
S 1.062 0.779 1.942
S 3.163 1.168 0.976
H 1.034 -0.534 1.692
H 3.104 2.500 1.128
C -2.972 -2.469 -1.917
C -3.095 -1.007 -2.384
C -2.129 -0.202 -1.447
H -3.156 -2.470 -0.838
H -3.890 -3.026 -2.171
H -2.112 -2.980 -2.324
H -2.649 -1.045 -3.384
H -4.015 -0.431 -2.406
H -1.735 0.708 -1.897
H -1.253 -0.784 -1.182
H -2.796 -0.013 -0.608
*
```

Gap between HOMO and LUMO (alpha / beta) = 3.95 / 6.06 eV
Energy above the lowest of the compared OMol25 structures with the same formula, charge and spin = 16.9 kcal/mol



This record from OMol25 describes 7 unconnected molecules or ions with the total composition C42H105N7O14 at a distorted geometry. The level of theory is ωB97M-V with the def2-TZVPD basis set.

ORCA input file:
```
! wB97M-V def2-TZVPD RIJCOSX def2/J DEFGRID3
* xyz -1 2
C -4.535 2.601 -2.076
O -3.865 3.090 -3.242
C -2.528 3.587 -3.144
C -2.115 4.487 -4.291
N -0.646 4.662 -4.481
C -0.240 5.658 -5.419
C 1.219 5.973 -5.219
O 1.570 6.551 -3.881
C 1.195 7.874 -3.669
H -4.024 1.685 -1.780
H -5.491 2.119 -2.276
H -4.450 3.097 -1.109
H -1.775 2.851 -2.864
H -2.439 4.280 -2.308
H -2.590 5.468 -4.306
H -2.435 3.906 -5.156
H -0.021 4.484 -3.707
H -0.811 6.574 -5.262
H -0.378 5.265 -6.425
H 1.480 6.640 -6.040
H 1.856 5.144 -5.530
H 0.180 7.841 -3.272
H 1.336 8.518 -4.537
H 1.864 8.175 -2.863
C 1.383 3.552 -1.914
O 0.152 2.934 -1.376
C 0.165 1.474 -1.403
C -1.099 0.800 -0.677
N -1.191 -0.567 -1.249
C -2.292 -1.356 -0.553
C -2.259 -2.895 -1.015
O -3.237 -3.699 -0.342
C -3.296 -5.058 -0.814
H 1.400 3.392 -2.992
H 2.272 3.284 -1.344
H 1.319 4.619 -1.701
H 1.084 1.130 -0.928
H 0.142 1.263 -2.472
H -1.969 1.370 -1.004
H -1.133 0.932 0.404
H -0.238 -0.865 -1.098
H -3.324 -1.074 -0.762
H -1.955 -1.332 0.483
H -1.249 -3.265 -0.838
H -2.476 -2.936 -2.082
H -2.965 -5.605 0.069
H -2.484 -5.289 -1.505
H -4.312 -5.292 -1.131
C 0.737 3.759 2.043
O -0.256 4.194 2.965
C -0.490 3.596 4.272
C 0.623 4.006 5.171
N 0.780 5.499 5.108
C 0.423 6.423 6.223
C 0.362 7.887 5.842
O -0.926 8.360 5.496
C -0.857 9.415 4.502
H 1.754 4.023 2.336
H 0.524 4.049 1.015
H 0.650 2.675 2.118
H -0.583 2.513 4.187
H -1.395 3.966 4.755
H 1.582 3.515 5.003
H 0.422 3.615 6.168
H 0.384 5.706 4.202
H 1.275 6.252 6.881
H -0.522 6.049 6.616
H 1.065 8.068 5.030
H 0.786 8.443 6.678
H -0.147 10.213 4.718
H -1.893 9.750 4.452
H -0.506 8.985 3.564
C -7.270 -13.648 1.053
O -6.292 -14.468 0.365
C -6.386 -14.507 -1.052
C -4.870 -14.406 -1.386
N -4.346 -13.154 -0.765
C -4.523 -11.997 -1.636
C -4.205 -10.545 -0.993
O -4.006 -9.735 -2.119
C -4.135 -8.337 -1.694
H -8.301 -13.915 0.823
H -7.097 -12.597 0.817
H -7.084 -13.602 2.126
H -6.944 -13.748 -1.600
H -6.774 -15.446 -1.447
H -4.781 -14.503 -2.468
H -4.464 -15.264 -0.848
H -4.729 -13.227 0.167
H -5.506 -12.012 -2.106
H -3.709 -12.139 -2.346
H -3.222 -10.566 -0.521
H -5.041 -10.448 -0.300
H -3.282 -8.074 -1.068
H -5.018 -7.967 -1.173
H -4.110 -7.578 -2.475
C 4.397 -11.706 7.275
O 2.979 -11.449 7.427
C 2.418 -10.696 6.372
C 0.874 -10.471 6.706
N 0.141 -10.319 5.393
C -1.229 -9.661 5.370
C -1.177 -8.559 4.305
O -2.209 -7.641 4.369
C -1.924 -6.598 3.420
H 4.534 -12.319 6.384
H 4.819 -12.144 8.179
H 4.947 -10.783 7.097
H 2.500 -11.186 5.402
H 2.961 -9.752 6.417
H 0.693 -9.865 7.594
H 0.525 -11.420 7.113
H 0.030 -11.247 5.009
H -1.522 -9.355 6.374
H -1.907 -10.484 5.141
H -1.133 -8.896 3.270
H -0.242 -8.050 4.540
H -2.616 -6.692 2.584
H -0.932 -6.567 2.969
H -2.040 -5.676 3.989
C 3.439 0.299 -6.082
O 4.429 0.982 -5.386
C 4.028 2.069 -4.600
C 4.777 3.404 -4.952
N 4.114 4.071 -6.148
C 4.904 5.212 -6.642
C 4.998 6.464 -5.718
O 5.929 6.365 -4.630
C 5.537 7.192 -3.592
H 2.770 -0.203 -5.383
H 3.984 -0.405 -6.711
H 2.816 0.874 -6.767
H 4.210 1.786 -3.563
H 2.958 2.274 -4.636
H 5.828 3.206 -5.161
H 4.877 4.050 -4.080
H 4.019 3.459 -6.946
H 4.448 5.500 -7.590
H 5.954 4.943 -6.751
H 3.970 6.701 -5.445
H 5.427 7.279 -6.302
H 4.723 6.634 -3.130
H 5.326 8.149 -4.070
H 6.471 7.274 -3.036
C -0.820 6.721 -0.789
O -0.004 7.907 -0.697
C -0.046 8.453 0.612
C 1.416 8.681 1.212
N 1.767 7.530 1.948
C 2.860 7.711 2.857
C 4.163 7.648 2.122
O 4.234 6.462 1.361
C 5.402 6.096 0.729
H -0.442 5.953 -0.114
H -0.801 6.404 -1.832
H -1.900 6.869 -0.757
H -0.559 7.879 1.383
H -0.479 9.453 0.630
H 1.504 9.497 1.930
H 2.257 8.897 0.554
H 2.050 6.851 1.257
H 2.789 6.816 3.476
H 2.739 8.604 3.470
H 5.005 7.762 2.805
H 4.376 8.367 1.331
H 6.325 6.560 1.078
H 5.295 6.685 -0.182
H 5.558 5.021 0.638
*
```

Gap between HOMO and LUMO (alpha / beta) = 1.15 / 8.62 eV
Energy above the lowest of the compared OMol25 structures with the same formula, charge and spin = 87.9 kcal/mol



Values of energy, in order: -916.63897 -3099.20784, all in Eh.